58
Properties=species:S:1:pos:R:3:forces:R:3 method="wB97M-V/def2-TZVPD" orbital_gap_ev=7.610 total_energy_ha=-1642.98131 homo_ev=-11.84 charge=+1 e_lumo_ev=-4.234 multiplicity=1
S 2.01342 -0.49035 -0.10294 -0.11 0.47 -2.09
O 1.19307 -2.85978 3.41386 -0.30 0.31 -1.05
O 1.33057 3.67403 1.19774 -1.79 -2.30 3.37
O 1.10630 3.94820 3.46674 -1.74 -1.60 -2.30
O -1.75501 -1.27757 -3.33327 2.00 3.95 0.10
N -0.23384 0.60509 -3.11829 -2.77 0.21 -0.73
N 0.21296 0.17752 -1.87211 4.21 -1.19 -0.91
N 1.51950 -3.04880 -1.34965 -3.97 -1.73 -0.75
C 0.21330 -5.09560 -2.50687 -1.48 3.35 2.61
C -0.31891 2.09760 -3.23443 -0.47 1.79 1.18
C 1.41983 -4.21012 -2.15355 -1.23 -0.96 -0.27
C -1.46186 -0.08106 -3.55575 -2.49 -2.11 -1.00
C -0.68075 1.36351 0.04779 -1.24 -0.29 -0.06
C 2.22575 6.17871 3.16356 -0.14 -0.10 0.66
C 0.83617 5.35968 3.23403 0.78 2.13 1.18
C -0.10753 -1.81787 1.55148 0.66 1.13 1.25
C -2.51949 0.76058 -4.45649 1.43 -0.23 -0.67
C -0.20516 -4.39516 2.09573 -0.63 -0.18 0.07
C 0.29903 -2.58292 -0.79573 -0.81 -2.91 -2.23
C 0.76100 -3.10844 2.03081 -1.29 -0.09 1.07
C 0.95959 3.16763 2.29450 1.52 2.01 -1.90
C 0.38351 1.68914 2.47295 0.45 0.02 1.23
C -1.16846 -4.63945 -1.90269 5.24 2.52 0.54
C -0.95268 1.40289 1.62718 0.47 1.50 0.06
C -0.55245 -0.10684 -0.59609 -0.66 -0.28 0.33
C 1.55843 0.06317 -1.82787 -2.06 -1.09 3.26
C -1.01107 -3.34501 -1.04494 0.80 -0.82 -0.92
C 0.32952 -1.23580 0.12410 -0.94 -1.45 -1.52
H 2.08691 7.15874 3.76142 0.25 -1.41 -1.31
H -1.96942 -2.90485 -0.58453 1.61 -0.80 -0.78
H -1.23371 -2.07293 1.61913 1.80 0.46 -0.67
H -0.49318 -4.55414 3.20493 0.66 0.15 -1.78
H -1.49355 0.49393 2.04921 0.81 1.14 -0.81
H -2.15154 -5.17068 -2.09894 1.47 0.92 0.43
H 1.24315 0.95369 2.24416 -1.37 1.20 0.10
H -1.53538 -0.63583 -0.85387 1.26 1.19 0.17
H 0.30498 -6.02145 -3.16701 0.00 1.60 1.08
H 0.54616 2.62999 -2.68314 -1.17 -1.24 -0.97
H 3.04250 5.59794 3.73971 -1.42 0.76 -0.97
H -1.21449 -4.22911 1.55566 1.79 -0.28 0.63
H 0.26126 -5.35915 1.69349 -0.58 1.45 0.62
H 0.15819 1.54716 3.59729 0.30 0.32 -1.79
H -1.93376 1.20925 -5.34683 -0.98 -0.48 1.45
H 2.41520 -4.55488 -2.62564 -1.70 0.73 0.98
H -3.25880 0.02002 -4.92244 1.07 1.09 1.14
H 1.72086 -3.25969 1.43780 -1.41 0.20 0.72
H 2.26041 0.25566 -2.70105 -1.16 -0.15 1.34
H 2.60118 6.36155 2.10407 -0.63 -0.18 1.46
H 0.12653 5.57712 2.37001 1.21 -0.67 0.92
H 0.41722 -2.61507 3.96102 0.55 -0.36 -0.58
H 0.05801 -1.02538 2.37937 -0.13 -1.18 -1.44
H 0.21573 1.97889 -0.29947 -1.14 -0.79 1.05
H -3.01420 1.60561 -3.87435 0.61 -1.25 -0.79
H -0.33082 2.48474 -4.30681 -0.01 -0.97 1.50
H -1.64719 2.30918 1.81156 1.04 -1.51 -0.23
H -1.60573 1.85076 -0.45038 1.47 -0.86 0.65
H -1.27210 2.43431 -2.67000 1.51 -0.19 -1.15
H 0.30087 5.74162 4.18583 0.82 -0.96 -1.45

62
Properties=species:S:1:pos:R:3:forces:R:3 method="wB97M-V/def2-TZVPD" orbital_gap_ev="5.947 / 5.393" total_energy_ha=-11572.76005 homo_ev="-4.32 / -4.27" charge=-1 e_lumo_ev="1.627 / 1.119" e_above_lowest_ev=1.765 multiplicity=4
Te -0.53190 -1.57848 -5.79835 0.11 -0.04 0.09
Te 1.37727 -3.30899 -3.19715 -0.01 0.13 -0.09
Tc -0.33477 0.43018 -2.37582 -0.30 -0.07 -0.17
Se 2.58308 -2.72439 0.58074 0.02 0.06 0.07
Se 1.14438 0.00777 2.24569 -0.10 0.00 0.13
Se 1.78898 -0.96206 -2.68218 0.31 -0.14 0.39
Se 0.61784 0.24809 -4.68826 -0.25 0.12 -0.27
Si -2.51590 -3.97664 -1.51707 0.01 -0.05 0.02
O -0.50174 1.20601 -0.39746 0.06 0.12 -0.12
O 0.71370 2.31760 -1.82288 -0.01 -0.06 0.01
O -3.49933 2.90483 -4.02246 -0.03 -0.03 0.00
N -1.94180 1.49185 -2.92513 0.02 0.04 0.05
C -1.29027 -1.24547 -2.02354 -0.11 0.07 -0.09
C -4.23487 -3.89603 -0.77546 -0.02 0.01 0.00
C -0.52017 -0.85346 1.72726 -0.05 -0.04 0.01
C 0.31962 3.33073 0.32516 0.00 0.00 -0.01
C 0.54614 5.37053 2.20415 0.01 0.00 -0.01
C -0.69874 4.99941 1.70509 -0.01 -0.01 0.01
C -2.19742 3.61204 0.24747 0.00 0.00 0.00
C 3.18618 -2.06786 2.32262 -0.07 -0.09 0.05
C -1.36723 -4.89529 -0.36358 -0.01 -0.02 0.01
C 0.66722 6.49745 3.19415 0.00 0.00 0.00
C -0.83705 3.97942 0.77677 0.01 0.03 -0.01
C -2.58003 -4.80164 -3.19069 0.00 -0.01 -0.02
C -1.87885 -2.27955 -1.74182 0.11 0.01 0.01
C -2.71650 2.19340 -3.49243 0.03 0.03 0.00
C 4.21220 -3.68089 0.13519 -0.01 0.02 -0.07
C 1.66863 4.69736 1.75040 0.00 0.01 0.00
C 1.58045 3.67847 0.80498 0.05 -0.04 0.04
C 2.83218 2.94711 0.39399 0.02 0.04 0.01
C 1.99638 -1.53718 3.10651 0.04 -0.01 -0.08
C 0.18015 2.24327 -0.68057 0.17 -0.01 -0.06
H 2.64598 4.96528 2.13943 0.00 0.00 0.00
H 1.23482 -2.31252 3.19637 -0.04 0.05 0.04
H 3.10492 2.21646 1.15941 -0.02 0.01 -0.02
H 5.05922 -2.99741 0.13499 0.00 0.00 0.00
H 1.57837 6.40668 3.78550 0.00 0.00 0.00
H -1.10207 -0.10112 1.20133 0.04 -0.10 0.12
H -4.66617 -4.89592 -0.68136 0.00 0.00 0.01
H -1.70555 -5.92196 -0.19925 0.00 0.00 -0.01
H -0.18363 6.51535 3.87583 0.00 0.00 0.00
H -2.24135 3.72329 -0.83794 0.00 -0.01 0.00
H 3.65021 -2.90144 2.85591 -0.01 0.02 0.02
H 2.29222 -1.23455 4.11092 0.04 0.01 -0.02
H -4.89613 -3.29653 -1.40406 0.00 -0.01 0.00
H -2.96118 4.25178 0.68794 0.00 0.00 -0.01
H -2.43820 2.57205 0.46432 -0.01 0.01 0.01
H 0.69862 7.46224 2.68234 0.00 0.00 0.00
H 2.71191 2.41576 -0.54603 0.01 0.00 0.00
H -0.36000 -4.91872 -0.78462 -0.01 0.01 0.01
H 3.93624 -1.28961 2.17604 0.00 0.01 -0.04
H 4.06635 -4.06761 -0.87178 0.01 -0.01 0.00
H -0.31679 -1.67328 1.04308 -0.01 -0.04 -0.03
H -4.21079 -3.43941 0.21631 0.00 0.00 -0.01
H 4.38787 -4.50314 0.82578 -0.01 0.00 0.00
H -1.57078 -4.89876 -3.59642 -0.02 0.01 0.01
H -3.03352 -5.79403 -3.12377 0.01 -0.01 -0.01
H -3.15946 -4.19957 -3.89305 -0.01 0.00 0.00
H -1.58735 5.51722 2.05099 0.00 0.00 0.00
H -1.30951 -4.39666 0.60624 0.00 0.01 0.01
H -1.05377 -1.19881 2.61058 0.04 -0.03 0.01
H 3.66171 3.64737 0.28965 0.01 0.01 0.00

65
Properties=species:S:1:pos:R:3:forces:R:3 method="wB97M-V/def2-TZVPD" smiles="C[C@H]1COC(=O)O1.C[C@H]1COC(=O)O1.C[C@H]1COC(=O)O1.C[C@H]1COC(=O)O1.C[C@H]1COC(=O)O1" orbital_gap_ev=10.821 total_energy_ha=-1908.70116 homo_ev=-10.43 e_lumo_ev=0.396 e_above_lowest_ev=2.345 multiplicity=1
O 7.39286 12.80244 12.46378 0.61 0.54 -0.36
O 7.77380 14.98809 12.22583 0.53 -0.08 1.31
O 12.63317 20.34194 5.89881 2.08 1.02 0.25
O 11.49187 18.53040 5.68570 -3.84 1.43 -1.51
O 11.77798 15.33102 9.29487 -1.25 0.93 -0.08
O 9.48032 8.97228 9.40646 0.96 0.36 -0.60
O 10.56322 20.67537 5.30820 0.29 -2.07 -0.04
O 13.47641 10.62169 9.52231 1.18 -0.10 2.30
O 12.84377 15.45273 11.16955 1.46 2.14 0.72
O 10.42502 10.50174 8.02568 -0.81 -0.62 2.42
O 13.77875 11.16314 11.74569 0.52 -2.12 -2.28
O 9.58867 11.06156 10.02204 0.63 2.34 0.62
O 15.15566 9.56021 10.70348 -2.58 1.67 1.47
O 6.64323 13.90811 10.69521 -0.80 -0.38 -0.60
O 12.62229 17.37197 9.95952 -2.05 -4.40 0.93
C 8.80503 9.05062 10.62965 -1.49 -3.05 1.23
C 15.82310 7.82552 9.15246 0.61 -0.22 -0.10
C 15.40806 9.25575 9.35725 -0.73 0.52 -0.64
C 11.44496 19.89937 5.58690 -0.90 0.25 0.00
C 12.63687 18.04758 6.26838 0.19 -1.82 0.42
C 12.31972 16.15609 10.17827 3.64 4.32 -1.38
C 6.53734 15.25718 10.28850 0.57 0.29 -0.67
C 7.31668 15.96280 11.35506 1.05 2.81 -0.78
C 11.51580 14.11315 12.40864 -0.11 -2.69 0.08
C 8.56741 16.68774 10.84928 -0.39 -0.27 -0.07
C 9.27244 7.84911 11.53139 0.18 0.48 -0.48
C 7.32825 13.83069 11.83795 -1.33 -2.74 0.97
C 9.06042 10.42956 11.14472 -0.47 -0.37 1.44
C 14.11132 9.68790 8.66638 -0.51 -0.69 -1.04
C 13.46178 19.31684 6.39147 1.49 -0.53 0.76
C 14.06121 10.48282 10.77220 0.97 1.10 0.64
C 13.12171 16.85017 5.41388 1.31 1.04 -0.44
C 12.41241 14.10434 11.19334 -0.26 1.73 1.34
C 9.90200 10.21122 9.10096 1.27 -0.44 -4.60
C 11.82668 14.04449 9.84323 -0.76 -2.91 -1.58
H 13.28071 13.45346 11.29588 -0.25 0.03 0.23
H 10.29186 8.03971 11.86687 -0.09 0.32 0.50
H 16.61397 7.54136 9.84663 0.21 0.29 -0.06
H 10.68586 14.81807 12.45746 0.47 0.33 -0.23
H 14.28591 10.16426 7.70165 -0.01 -0.03 0.08
H 12.45625 16.02440 5.16215 -0.46 0.26 0.87
H 9.06004 16.09253 10.08042 -0.07 -0.11 -0.16
H 8.17664 10.98364 11.46099 0.11 -0.22 0.07
H 16.16025 9.97486 9.03292 0.53 -0.32 -0.11
H 12.48510 13.44957 9.21025 -0.19 -0.09 -0.23
H 13.39353 8.87891 8.53069 0.17 -0.26 -0.12
H 12.35868 17.67635 7.25473 0.16 -0.02 0.19
H 14.05268 16.46732 5.83199 -0.09 -0.25 0.22
H 13.70792 19.54509 7.42850 -0.18 -0.05 0.07
H 5.53799 15.69140 10.25927 -0.27 -0.83 -0.20
H 12.16766 14.08288 13.28172 -0.26 0.61 0.14
H 9.27656 16.73183 11.67587 -0.10 0.65 -0.01
H 14.42445 19.23510 5.88680 -0.15 0.35 -0.53
H 9.75950 10.34699 11.97693 0.36 0.59 -0.06
H 15.07525 7.04402 9.28688 -0.48 0.46 -0.09
H 10.85037 13.55993 9.85392 -0.15 0.18 -0.26
H 8.59585 7.59748 12.34810 0.08 0.59 0.19
H 13.41260 17.21074 4.42724 0.06 0.35 -0.14
H 7.74544 8.93957 10.39935 -0.16 -0.18 0.05
H 9.40303 6.89179 11.02682 -0.43 0.25 -0.76
H 11.06124 13.12249 12.41717 -0.37 -0.24 0.22
H 7.03867 15.34782 9.32489 -0.30 0.07 -0.14
H 6.64203 16.65330 11.86119 0.27 0.01 0.46
H 8.30211 17.64914 10.40950 0.31 0.10 0.22
H 16.22490 7.76284 8.14116 0.02 -0.26 -0.04

73
Properties=species:S:1:pos:R:3:forces:R:3 method="wB97M-V/def2-TZVPD" orbital_gap_ev="3.746 / 8.968" total_energy_ha=-2680.17915 homo_ev="-4.89 / -10.35" e_lumo_ev="-1.140 / -1.384" multiplicity=2
Rb -0.29935 -4.64018 -0.16788 0.14 -0.10 0.18
Rb -3.78809 -2.46965 -0.52613 -0.24 0.27 -0.10
Rb -0.17422 -2.72831 -3.46154 0.13 0.15 -0.13
S -0.59786 -1.21214 -0.38602 -0.49 1.07 0.51
O 2.73737 3.32393 -0.23635 3.11 1.04 -1.92
O -5.39178 0.98686 -4.24346 3.78 0.45 1.65
O -3.89764 1.43623 -2.55135 -0.50 -0.75 0.19
O -4.63661 2.35212 2.33025 0.86 -0.89 -1.71
O 0.95921 -2.77961 4.86856 1.65 -0.17 -0.27
O 4.77543 3.41922 -1.34695 -3.20 -1.44 0.40
O -3.20422 1.28177 -4.64285 0.88 -1.08 -0.13
O 4.80960 -1.56014 1.04617 0.11 -0.32 -0.08
O -1.33802 -2.10694 0.52348 -0.67 -0.91 0.93
O 5.43563 -1.88027 -1.06577 0.18 0.54 -0.23
O 2.27571 -2.26335 3.14906 1.42 0.45 -0.10
O 6.98428 -1.25541 0.46782 -1.86 -0.44 -0.39
O -0.39677 0.08318 0.23736 0.00 0.60 0.09
O 3.23528 -2.78235 5.18629 -3.37 0.74 -3.09
O -6.52839 1.13406 2.44528 3.29 -0.31 -0.92
O -4.53494 0.17381 1.86296 -1.90 -0.95 -0.09
O -1.37814 -1.11265 -1.63190 -1.37 0.42 -1.18
O 0.65312 -1.84456 -0.73898 2.36 -1.40 -0.58
O 3.15484 1.91492 -1.92717 0.21 0.35 -0.37
C -2.53946 1.82492 -2.46089 1.08 0.18 -1.39
C 1.61388 2.53360 -0.31377 -0.85 -1.04 1.05
C -3.31253 2.09662 1.76972 1.30 0.45 1.48
C 0.38295 3.36177 -0.36076 -2.08 0.11 0.80
C -2.32733 2.68957 2.76280 0.19 -0.21 -0.86
C 0.98570 -2.27218 2.61280 -0.78 -0.79 -0.93
C 3.66310 2.91998 -1.20013 2.12 1.96 0.58
C 3.75295 -3.41058 -1.76069 0.54 -0.32 -0.29
C 3.64739 -1.99606 0.36695 -0.86 0.28 -0.88
C -3.23719 0.58171 1.60292 0.83 0.47 -0.24
C 4.01962 -2.04468 -1.12763 -0.13 -0.80 0.36
C 0.20335 -2.91241 3.70561 -3.15 0.56 0.08
C -5.32232 1.20296 2.19152 -4.10 0.66 1.66
C -1.27549 2.51544 -4.78525 0.33 -0.25 0.70
C 2.25635 -2.62053 4.43142 2.76 -0.58 4.01
C -1.18252 -2.31415 3.87471 -0.70 0.10 -0.18
C -4.22382 1.19243 -3.84551 -5.49 -0.38 -0.58
C 1.84668 1.57363 -1.46508 0.42 -0.75 0.20
C 5.84289 -1.53169 0.18634 1.80 0.28 0.06
C -2.01914 1.44999 -3.86050 1.55 2.87 -2.16
H -0.02877 -3.95236 3.47596 0.60 -0.47 0.20
H 1.10839 1.62694 -2.26518 0.12 0.21 -0.11
H -2.45660 2.27894 3.76418 -0.11 0.25 -0.01
H -1.32695 2.44460 2.40593 0.18 0.00 0.10
H -2.58060 0.05599 2.29618 0.27 0.22 -0.14
H -0.28875 2.82992 -4.44535 0.04 -0.19 0.35
H -1.29978 -1.28189 4.20457 0.81 0.05 0.44
H 2.70776 -3.70885 -1.84259 -0.18 0.29 0.32
H -3.07256 2.54948 0.80774 -0.99 0.39 -0.13
H 4.30012 -4.18071 -1.21700 -0.18 -0.02 0.42
H -0.52224 2.75761 -0.42176 0.16 -0.70 -0.44
H 4.17162 -3.52664 -2.76036 0.00 0.55 -0.20
H 0.16737 3.78161 0.62176 0.57 0.63 0.02
H 1.69754 2.00229 0.63428 -0.97 -0.50 -0.04
H -2.52365 2.89874 -2.27445 0.25 -0.03 0.13
H 2.85605 -1.26897 0.54918 -0.07 -0.32 0.14
H -1.64916 -2.25420 2.89148 -0.09 -0.53 -0.16
H 3.32993 -3.01406 0.59273 0.14 0.11 0.92
H -1.77119 -2.95003 4.53594 -0.13 0.09 -0.04
H 0.95398 -2.93406 1.74734 0.35 0.21 -0.16
H -1.90155 1.23785 -1.80021 -0.72 0.06 0.74
H 0.55168 -1.33523 2.26374 0.67 0.48 0.35
H -2.98746 0.34310 0.56910 0.26 -0.17 0.14
H 1.92887 0.54388 -1.11730 -0.43 0.00 -0.02
H 3.50170 -1.25945 -1.67830 0.48 0.25 -0.16
H 0.24696 4.12626 -1.12572 0.72 0.02 -0.09
H -1.82261 3.43231 -5.00465 -0.46 -0.11 0.56
H -1.35712 0.58443 -3.83513 -0.59 -0.45 0.01
H -2.44369 3.77084 2.68924 0.07 0.00 0.57
H -1.11879 2.09074 -5.77680 -0.04 -0.44 0.13